No. 1
C56H46BNO19 | wB97M-V/def2-TZVPD

Last column: Löwdin charge in e.
CARTESIAN COORDINATES (ANGSTROEM)
C -0.0540 2.2774 -4.3570  -0.075
C -1.2343 1.3696 -4.0069  -0.259
O -2.4634 2.0847 -4.0854  -0.159
C -3.3084 1.9164 -2.9603  -0.183
C -2.9847 2.9381 -1.8741  -0.172
O -2.9385 2.2914 -0.6098  -0.140
C -3.1060 3.2042 0.4599  -0.171
C -2.7268 2.5374 1.7492  -0.153
C -3.2343 1.2688 2.0651  0.015
C -2.9194 0.6359 3.2576  0.026
C -2.0705 1.3083 4.1166  -0.072
C -1.5567 2.5530 3.8082  -0.064
C -1.8756 3.1915 2.6243  0.061
C -0.6806 2.9837 4.9229  -0.337
O -0.2189 4.0778 5.1093  0.132
N -0.5152 1.8620 5.8037  0.199
B 0.8383 1.2986 5.9425  -0.525
C 2.1240 2.0542 5.4889  0.033
O 0.9529 0.0438 6.5231  0.138
C -1.5633 0.9235 5.4657  -0.329
O -1.9807 0.0492 6.1667  0.163
H -0.4064 3.1622 -4.8876  0.078
H 0.4499 2.6372 -3.4592  0.070
H 0.6623 1.7731 -5.0010  0.054
H -1.0979 0.9816 -2.9944  0.115
H -1.2679 0.5316 -4.7087  0.114
H -3.2386 0.9027 -2.5585  0.123
H -4.3192 2.0755 -3.3372  0.123
H -3.7575 3.7158 -1.8508  0.124
H -2.0241 3.4230 -2.0726  0.132
H -2.5043 4.1029 0.2952  0.125
H -4.1610 3.5119 0.5023  0.138
H -3.8840 0.7624 1.3624  0.117
H -3.3155 -0.3333 3.5205  0.097
H -1.4693 4.1706 2.4140  0.107
H 2.6757 1.3772 4.8285  0.045
H 1.9625 3.0079 4.9931  0.038
H 2.7657 2.2077 6.3611  0.086
H 0.8711 -0.6539 5.8651  0.105
O 3.5492 -0.5093 4.3676  0.102
C 4.4500 -1.3185 4.2997  -0.358
C 4.2640 -2.7180 4.7560  0.034
C 5.2548 -3.6017 4.6839  0.019
C 6.5853 -3.2244 4.1441  -0.401
O 7.4862 -4.0338 4.0719  0.094
C 6.7712 -1.8236 3.6893  0.026
C 5.7803 -0.9396 3.7615  0.031
H 3.2861 -2.9695 5.1457  0.124
H 5.1446 -4.6285 5.0093  0.126
H 7.7497 -1.5727 3.3002  0.124
H 5.8899 0.0874 3.4369  0.125
O 7.3793 -8.8059 0.5520  0.110
C 6.5786 -7.8997 0.6170  -0.384
C 6.8367 -6.6974 1.4505  0.034
C 5.9526 -5.7066 1.5180  0.023
C 4.6745 -5.7561 0.7677  -0.385
O 3.8726 -4.8485 0.8333  0.102
C 4.4148 -6.9573 -0.0655  0.018
C 5.2975 -7.9498 -0.1358  0.021
H 7.7738 -6.6774 1.9925  0.126
H 6.1219 -4.8254 2.1188  0.092
H 3.4755 -6.9724 -0.6034  0.121
H 5.1323 -8.8355 -0.7359  0.122
O -8.8852 -2.2501 0.5999  0.096
C -7.7439 -2.2405 1.0112  -0.365
C -7.4324 -1.8491 2.4086  0.029
C -6.1805 -1.8373 2.8572  0.029
C -5.0456 -2.2173 1.9779  -0.380
O -3.9043 -2.2038 2.3863  0.096
C -5.3576 -2.6084 0.5801  0.027
C -6.6098 -2.6198 0.1323  0.027
H -8.2762 -1.5774 3.0302  0.125
H -5.9270 -1.5551 3.8716  0.126
H -4.5128 -2.8785 -0.0405  0.124
H -6.8645 -2.9012 -0.8815  0.124
O 0.1860 4.9743 1.1309  0.086
C 1.3359 4.9999 1.5200  -0.366
C 1.6776 5.4315 2.8970  0.020
C 2.9398 5.4451 3.3177  0.023
C 4.0547 5.0307 2.4300  -0.385
O 5.2048 5.0389 2.8116  0.106
C 3.7088 4.6007 1.0500  0.021
C 2.4479 4.5849 0.6286  0.024
H 0.8494 5.7185 3.5317  0.113
H 3.2144 5.7510 4.3191  0.127
H 4.5378 4.3035 0.4205  0.120
H 2.1694 4.2725 -0.3701  0.120
O -13.0699 -2.6936 -2.3529  0.104
C -13.0271 -3.0222 -1.1868  -0.385
C -11.8920 -2.6307 -0.3142  0.020
C -11.8504 -2.9967 0.9639  0.015
C -12.9350 -3.8074 1.5705  -0.384
O -12.8972 -4.1396 2.7361  0.103
C -14.0713 -4.1993 0.6976  0.017
C -14.1137 -3.8348 -0.5804  0.017
H -11.1095 -2.0416 -0.7732  0.112
H -11.0312 -2.7241 1.6137  0.101
H -14.8496 -4.7913 1.1621  0.120
H -14.9298 -4.1065 -1.2379  0.120
O 3.6427 2.5192 -10.9936  0.105
C 3.3496 2.7060 -9.8326  -0.389
C 2.5960 3.9175 -9.4168  0.020
C 2.2756 4.1265 -8.1431  0.021
C 2.6575 3.1560 -7.0858  -0.375
O 2.3680 3.3506 -5.9235  0.089
C 3.4060 1.9417 -7.4972  0.025
C 3.7261 1.7376 -8.7732  0.025
H 2.3304 4.6087 -10.2064  0.121
H 1.7295 5.0020 -7.8149  0.121
H 3.6721 1.2465 -6.7071  0.087
H 4.2713 0.8614 -9.1016  0.122
O 9.1960 0.4353 -2.3858  0.113
C 8.1932 0.3646 -3.0601  -0.385
C 7.4689 1.5866 -3.4962  0.024
C 6.3650 1.5075 -4.2337  0.026
C 5.8140 0.1950 -4.6521  -0.369
O 4.8061 0.1263 -5.3245  0.088
C 6.5345 -1.0266 -4.2188  0.023
C 7.6384 -0.9482 -3.4812  0.024
H 7.8915 2.5311 -3.1781  0.123
H 5.8172 2.3822 -4.5617  0.123
H 6.1103 -1.9704 -4.5366  0.123
H 8.1833 -1.8237 -3.1521  0.123

The charge is 0. The SMILES is CCOCCOCc1ccc2c(c1)C(=O)N(B(C)O)C2=O.O=C1C=CC(=O)C=C1.O=C1C=CC(=O)C=C1.O=C1C=CC(=O)C=C1.O=C1C=CC(=O)C=C1.O=C1C=CC(=O)C=C1.O=C1C=CC(=O)C=C1.O=C1C=CC(=O)C=C1. Its total energy is -3670.541439 a.u. As for the gap between HOMO and LUMO: 7.754 eV. The multiplicity is 1.


No. 2
C6H6O | wB97M-V/def2-TZVPD

Last column: natural (NBO) charge in e.
CARTESIAN COORDINATES (ANGSTROEM)
C -2.5841 -0.3569 0.0629  -0.377
C -1.6223 0.5731 -0.0398  -0.230
C -0.2177 0.3103 -0.0436  0.211
C 0.8595 1.1563 0.0024  -0.269
C 2.0269 0.3442 0.0528  -0.330
C 1.5483 -0.9278 -0.0185  0.112
O 0.2275 -0.9747 -0.0441  -0.395
H -3.6382 -0.1118 0.1298  0.202
H -2.3402 -1.3982 0.0150  0.201
H -1.8301 1.6369 -0.0676  0.214
H 0.8058 2.2580 -0.0157  0.227
H 3.0320 0.6996 0.1268  0.232
H 2.0872 -1.8824 0.0673  0.202

The charge is 0. The SMILES is C=Cc1ccco1. Its total energy is -307.421902 a.u. As for the gap between HOMO and LUMO: 9.110 eV. The calculation puts the relative energy (zero: lowest compared OMol25 entry of this formula, charge and spin) at 109.03 kJ/mol. The multiplicity is 1.


No. 3
C5H14 | wB97M-V/def2-TZVPD

Last column: natural (NBO) charge in e.
CARTESIAN COORDINATES (ANGSTROEM)
C -0.9565 -2.6048 -1.6438  -0.609
C -0.2371 -1.7257 -0.6042  -0.395
C -1.1082 -0.8993 0.3638  -0.606
H -0.2704 -3.0468 -2.3622  0.208
H -1.6075 -1.9066 -2.1623  0.199
H -1.5324 -3.4459 -1.2362  0.203
H 0.2705 -2.3289 0.1524  0.194
H 0.5017 -1.1270 -1.1615  0.194
H -1.3938 -1.5797 1.2005  0.198
H -0.4338 -0.1244 0.7097  0.212
H -2.0615 -0.6031 -0.0607  0.202
C 0.7940 2.9482 1.4877  -0.620
C 1.4421 2.0814 0.2919  -0.613
H -0.1044 3.5158 1.2519  0.211
H 0.7774 2.3293 2.3803  0.205
H 1.5600 3.6413 1.8252  0.199
H 0.9448 2.2673 -0.6615  0.206
H 2.4541 2.4498 0.2313  0.209
H 1.3009 1.0388 0.6004  0.202

The charge is 0. The SMILES is CCC.CC. Its total energy is -198.859000 a.u. As for the gap between HOMO and LUMO: 12.275 eV. The calculation puts the relative energy (zero: lowest compared OMol25 entry of this formula, charge and spin) at 79.18 kJ/mol. The multiplicity is 1.


No. 4
C35H48O3P4Pb | wB97M-V/def2-TZVPD

Last column: Löwdin charge in e.
CARTESIAN COORDINATES (ANGSTROEM)
P 2.8050 -0.3666 -1.4364  0.768
C 3.5184 -0.6029 0.2253  -0.218
H 4.6135 -0.6387 0.1800  0.086
H 3.1505 -1.5392 0.6598  0.034
H 3.2187 0.2185 0.8868  0.030
C 3.3950 -1.8632 -2.3031  -0.229
H 3.2822 -1.7590 -3.3909  0.039
H 2.8001 -2.7264 -1.9737  0.061
H 4.4509 -2.0435 -2.0643  0.081
C 3.9030 0.9224 -2.1287  -0.229
H 4.9347 0.5462 -2.1676  0.085
H 3.8736 1.8256 -1.5061  0.046
H 3.5760 1.1873 -3.1452  0.046
P -0.8719 3.1650 -1.8506  0.777
C -0.9344 4.2204 -0.3608  -0.213
H -1.4547 5.1591 -0.5896  0.087
H 0.0806 4.4492 -0.0126  0.052
H -1.4680 3.7097 0.4509  0.037
C 0.0581 4.1955 -3.0410  -0.206
H -0.0664 3.8117 -4.0645  0.043
H 1.1259 4.1932 -2.7883  0.062
H -0.3239 5.2239 -2.9939  0.085
C -2.5650 3.3307 -2.5241  -0.217
H -2.7556 4.3869 -2.7612  0.086
H -3.3131 2.9841 -1.8003  0.053
H -2.6657 2.7380 -3.4465  0.050
P -2.2243 -1.7608 -1.4398  0.788
C -3.0331 -2.0935 0.1552  -0.227
H -3.6225 -3.0165 0.1056  0.088
H -3.6975 -1.2652 0.4221  0.054
H -2.2714 -2.1949 0.9359  0.035
C -3.6472 -1.7158 -2.5865  -0.213
H -4.3585 -2.5111 -2.3292  0.084
H -3.3153 -1.8431 -3.6266  0.041
H -4.1494 -0.7426 -2.4970  0.062
C -1.4766 -3.3997 -1.7660  -0.223
H -2.2550 -4.1761 -1.7976  0.084
H -0.7642 -3.6402 -0.9613  0.057
H -0.9290 -3.3991 -2.7207  0.039
Pb -0.0563 0.2055 -2.1444  1.187
C 1.3381 1.9592 -0.6497  -0.212
O 1.9141 2.5104 0.1834  0.103
C -2.0502 0.9146 -0.6266  -0.260
O -2.6815 1.2966 0.2648  0.092
C -1.3847 0.0114 -4.8925  -0.111
C -0.7356 -1.2225 -4.7399  -0.132
C 0.6650 -1.2725 -4.6939  -0.113
C 1.4151 -0.0910 -4.7914  -0.131
C 0.7616 1.1389 -4.9444  -0.109
C -0.6379 1.1927 -4.9874  -0.127
H -2.4727 0.0445 -5.0061  0.132
H -1.3191 -2.1446 -4.6983  0.118
H 1.1713 -2.2403 -4.6472  0.133
H 2.5068 -0.1391 -4.7890  0.117
H 1.3510 2.0482 -5.0982  0.133
H -1.1425 2.1511 -5.1389  0.117
O -0.1630 -0.4827 0.9157  -0.418
P 0.0466 -0.4876 2.4196  0.804
C -1.3091 -1.2831 3.3106  -0.276
C -1.0792 -2.3549 4.1844  -0.040
C -2.1369 -2.9163 4.9083  -0.015
C -3.4323 -2.4050 4.7637  -0.014
C -3.6703 -1.3471 3.8831  -0.039
C -2.6191 -0.8016 3.1439  -0.130
C 1.4826 -1.4661 2.8601  -0.336
C 2.3161 -1.1280 3.9343  -0.079
C 3.3349 -2.0003 4.3256  -0.024
C 3.4848 -3.2368 3.6873  -0.016
C 2.6344 -3.5895 2.6332  -0.044
C 1.6430 -2.7061 2.2076  -0.113
C 0.2262 1.2041 2.9858  -0.200
C 1.4884 1.8063 3.1301  -0.007
C 1.5878 3.1268 3.5732  0.071
C 0.4337 3.8822 3.7909  0.027
C -0.8245 3.3308 3.5322  0.051
C -0.9227 1.9923 3.1480  0.043
H -0.0641 -2.7462 4.2981  0.112
H -1.9342 -3.7380 5.5959  0.131
H -4.2510 -2.8184 5.3569  0.134
H -4.6687 -0.9346 3.7594  0.124
H -2.8277 -0.0149 2.4144  0.073
H 2.1663 -0.1897 4.4612  0.102
H 3.9861 -1.7151 5.1497  0.128
H 4.2399 -3.9443 4.0373  0.133
H 2.7299 -4.5572 2.1399  0.126
H 0.9892 -2.9678 1.3743  0.108
H 2.3977 1.2278 2.9622  0.117
H 2.5796 3.5499 3.7605  0.160
H 0.5110 4.9025 4.1688  0.147
H -1.7349 3.9195 3.6478  0.152
H -1.9067 1.5565 2.9883  0.109

The charge is +4. Its total energy is -3144.960731 a.u. As for the gap between HOMO and LUMO (spin up / spin down): 4.237 / 3.447 eV. The calculation puts the relative energy (zero: lowest compared OMol25 entry of this formula, charge and spin) at 0.00 kJ/mol. The multiplicity is 1.


No. 5
Cl2O2P | wB97M-V/def2-TZVPD

Last column: natural (NBO) charge in e.
CARTESIAN COORDINATES (ANGSTROEM)
O -1.7477 0.5302 0.1646  -0.986
O -0.3508 -1.6274 0.7434  -1.003
P -0.5913 -0.4110 0.0187  2.177
Cl 2.4191 1.9235 0.8613  -0.949
Cl 0.2706 -0.4153 -1.7880  -0.239

The charge is -1. Its total energy is -1412.358570 a.u. As for the gap between HOMO and LUMO: 6.301 eV. The calculation puts the relative energy (zero: lowest compared OMol25 entry of this formula, charge and spin) at 158.58 kJ/mol. The multiplicity is 1.


No. 6
C10H22BN3O4 | wB97M-V/def2-TZVPD

Last column: natural (NBO) charge in e.
CARTESIAN COORDINATES (ANGSTROEM)
N 0.2551 -3.9648 -2.4879  -0.844
C -1.0202 -3.3551 -2.1634  -0.222
C -0.9385 -2.0364 -1.5290  -0.238
N -0.2227 -1.9535 -0.2357  -0.445
C -0.5549 -0.8348 0.7136  -0.213
C 0.7294 -0.0655 1.1162  -0.235
C 0.3863 1.4694 1.1085  -0.407
C -0.2541 1.9238 2.4866  -0.366
C -0.9439 3.2986 2.2637  -0.800
B -2.1315 3.3835 1.3014  1.134
O -1.9194 3.6063 0.0216  -0.898
O -3.4664 3.0813 1.8243  -0.906
C 1.7837 -0.5180 0.0364  -0.006
N 3.1364 -0.7426 0.5308  -0.793
C 1.6940 0.4530 -1.1211  0.792
O 2.5090 1.3252 -1.0852  -0.603
O 0.7145 0.3400 -2.0830  -0.706
C 1.2802 -1.9349 -0.3935  -0.217
H 0.7534 -3.3445 -3.1814  0.337
H 0.2085 -4.8867 -2.9981  0.367
H -1.6892 -3.3456 -3.0450  0.171
H -1.4436 -4.1051 -1.4237  0.190
H -0.4415 -1.3384 -2.2247  0.189
H -1.8981 -1.6570 -1.2831  0.204
H -1.3288 -0.1889 0.2644  0.185
H -1.0381 -1.2469 1.6048  0.200
H 1.0560 -0.2860 2.0943  0.230
H 1.3041 2.1183 0.8961  0.217
H -0.3054 1.7344 0.2706  0.181
H -1.0611 1.1779 2.8081  0.208
H 0.5306 2.0229 3.1722  0.205
H -1.3460 3.6177 3.2264  0.239
H -0.2295 4.0580 1.9377  0.213
H -0.9931 3.5451 -0.3237  0.508
H -4.1975 3.3009 1.1717  0.488
H 3.4285 0.2124 0.6477  0.367
H 3.6822 -1.1264 -0.2242  0.357
H 0.6129 1.1935 -2.5574  0.502
H 1.5705 -2.2499 -1.3592  0.205
H 1.7884 -2.6809 0.2224  0.208

The charge is 0. The SMILES is NCCN1C[C@H](CCCB(O)O)[C@](N)(C(=O)O)C1. Its total energy is -884.377271 a.u. As for the gap between HOMO and LUMO: 8.324 eV. The calculation puts the relative energy (zero: lowest compared OMol25 entry of this formula, charge and spin) at 0.00 kJ/mol. The multiplicity is 1.